(1)
Density functional theory data (ωB97M-V with the def2-TZVPD basis set) for a cluster of 2 separate species, C5H8O2 in total.

Each line ends with the Mulliken charge.
Atoms and positions in Å:
1 C 0.10839 2.01361 0.24684  -0.0904
2 C 0.94689 -1.38868 -0.73706  -1.2123
3 C -0.08188 1.25265 -0.90124  0.2567
4 C -0.19278 -0.77844 -0.03921  0.2598
5 C -0.96317 -1.17656 0.95617  -0.7793
6 O -0.43173 1.85473 1.46673  -0.4682
7 O 0.44687 1.28250 -2.00867  -0.6218
8 H -0.61599 0.91482 1.63319  0.2813
9 H 0.60883 2.96943 0.14115  0.4026
10 H -0.96786 0.40136 -0.73709  0.3236
11 H 1.88144 -1.16478 -0.21700  0.2625
12 H 1.03787 -0.95921 -1.74056  0.3329
13 H 0.82191 -2.47097 -0.82612  0.3891
14 H -0.74684 -2.10407 1.48262  0.2616
15 H -1.85195 -0.64638 1.28025  0.4017

Computed properties:
Orbital gap (alpha / beta), eV: 7.27 / 7.26
Energy above the lowest of the compared OMol25 structures with the same formula, charge and spin, kcal/mol: 118.9
Electronic energy, eV: -9404.6742
Max |F|, Eh/bohr: 0.0204
Highest occupied orbital energy (alpha / beta), eV: -7.7 / -7.6

***

(2)
Density functional theory data (ωB97M-V with the def2-TZVPD basis set) for an isolated molecule of C5H8O2.

Each line ends with the Mulliken charge.
Atoms and positions in Å:
1 C 0.31635 -0.12205 -1.55930  -1.4248
2 C 0.16123 -0.56903 -0.10544  1.2673
3 O 0.50824 -1.91330 0.09052  -0.5790
4 C 0.80951 0.37608 0.92925  -0.8636
5 C -0.53137 1.13501 1.09682  -0.4661
6 C -1.19873 -0.06800 0.42276  0.0595
7 O -2.31587 -0.50690 0.37497  -0.5673
8 H 1.37116 -0.08779 -1.84505  0.3572
9 H -0.21004 -0.82229 -2.21888  0.3658
10 H -0.12095 0.86924 -1.72711  0.3466
11 H -0.06759 -2.45511 -0.46445  0.3559
12 H 1.06431 -0.19362 1.82782  0.3002
13 H 1.67962 0.94610 0.59564  0.3063
14 H -0.87068 1.37561 2.10634  0.3058
15 H -0.59518 2.03605 0.47610  0.2360

Computed properties:
Orbital gap, eV: 10.16
Energy above the lowest of the compared OMol25 structures with the same formula, charge and spin, kcal/mol: 23.1
Electronic energy, eV: -9408.8304
Max |F|, Eh/bohr: 0.0117
SMILES: C[C@@]1(O)CCC1=O
Highest occupied orbital energy, eV: -9.3

***

(3)
Density functional theory data (ωB97M-V with the def2-TZVPD basis set) for an isolated molecule of C5H8O2.

Each line ends with the Mulliken charge.
Atoms and positions in Å:
1 O -0.99612 -2.01181 -0.49772  -0.5768
2 C -0.98358 -0.85437 -0.16798  0.1179
3 C -2.00171 0.23278 -0.38900  -0.2353
4 C -0.94164 1.32389 -0.33005  -0.9140
5 C 0.18455 -0.05313 0.32431  -0.0331
6 C 1.56290 -0.58823 -0.13936  -0.5584
7 O 2.58689 0.27318 0.31773  -0.5030
8 H -2.61659 0.07719 -1.28085  0.3140
9 H -2.67524 0.26993 0.48312  0.2436
10 H -1.09166 2.05085 0.46302  0.2075
11 H 0.08215 1.18585 -0.69782  0.5027
12 H 0.22173 0.17554 1.37665  0.4331
13 H 1.65702 -1.59768 0.30888  0.3401
14 H 1.61730 -0.74135 -1.23142  0.3541
15 H 3.44053 -0.08157 0.03749  0.3078

Computed properties:
Orbital gap, eV: 9.59
Energy above the lowest of the compared OMol25 structures with the same formula, charge and spin, kcal/mol: 89.7
Electronic energy, eV: -9405.9431
Max |F|, Eh/bohr: 0.0532
SMILES: O=C1CC[C@@H]1CO
Highest occupied orbital energy, eV: -8.9

***

(4)
Density functional theory data (ωB97M-V with the def2-TZVPD basis set) for a cluster of 2 separate species, C5H8O2 in total.

Each line ends with the Mulliken charge.
Atoms and positions in Å:
1 C -2.31225 -0.65723 -0.07212  0.0295
2 C 0.35263 1.33942 -0.89016  -0.4701
3 C 0.09554 1.94968 0.40413  -0.7075
4 C 0.11463 0.41035 0.25523  0.4306
5 C 1.27261 -1.77787 0.32545  -0.5723
6 O -3.07252 -0.21137 0.72884  -0.3774
7 O 0.78479 -0.54448 0.93199  -0.3455
8 H -2.47227 -1.51197 -0.71237  0.2821
9 H -0.46508 1.40162 -1.66399  0.1828
10 H 1.36762 1.24192 -1.23710  0.2811
11 H 0.93667 2.17030 1.00789  0.2617
12 H -0.76739 2.55293 0.44970  0.2415
13 H 2.00014 -2.33102 0.97478  0.2253
14 H 1.73731 -1.57259 -0.69580  0.2758
15 H 0.42757 -2.45969 0.19353  0.2623

Computed properties:
Orbital gap (alpha / beta), eV: 7.75 / 8.41
Energy above the lowest of the compared OMol25 structures with the same formula, charge and spin, kcal/mol: 148.3
Electronic energy, eV: -9403.4004
Max |F|, Eh/bohr: 0.0656
Highest occupied orbital energy (alpha / beta), eV: -7.0 / -7.6

***

(5)
Density functional theory data (ωB97M-V with the def2-TZVPD basis set) for an isolated molecule of C5H8O2.

Each line ends with the Mulliken charge.
Atoms and positions in Å:
1 C 1.36582 0.65549 -0.23001  -1.4559
2 C 0.16334 0.18604 0.56081  1.0957
3 O 0.47692 -0.37126 1.80342  -0.5608
4 C -1.08512 1.01662 0.49967  -0.8711
5 C -1.07088 -0.34567 -0.10560  -0.3423
6 O -1.00333 -0.49241 -1.52506  -0.1961
7 C -0.38273 -1.55681 -1.95164  -0.2734
8 H 1.09549 1.03499 -1.21857  0.3639
9 H 1.84936 1.46172 0.33250  0.3314
10 H 2.10094 -0.14782 -0.37562  0.4101
11 H 1.09708 -1.09449 1.63062  0.3720
12 H -1.66748 1.12904 1.40766  0.2762
13 H -1.06635 1.87035 -0.17259  0.2653
14 H -1.63236 -1.14403 0.37549  0.4111
15 H -0.24072 -2.20175 -1.03106  0.1737

Computed properties:
Orbital gap, eV: 9.30
Energy above the lowest of the compared OMol25 structures with the same formula, charge and spin, kcal/mol: 105.0
Electronic energy, eV: -9405.2771
Max |F|, Eh/bohr: 0.0102
Highest occupied orbital energy, eV: -8.8

***

(6)
Density functional theory data (ωB97M-V with the def2-TZVPD basis set) for a structure of composition C5H8O2.

Each line ends with the Mulliken charge.
Atoms and positions in Å:
1 O 2.43997 0.21160 0.17569  -0.5278
2 C 1.65172 -0.70094 -0.12390  -0.4059
3 C -0.12771 -0.28891 0.85993  -0.3084
4 C -0.56689 0.91136 0.32896  -0.4153
5 C -1.63390 0.26949 -0.55365  -0.3615
6 C -1.04104 -1.06277 -0.02974  0.2361
7 O -1.22921 -2.22543 -0.26510  -0.5860
8 H 1.55028 1.36663 -0.24225  0.1406
9 H 1.64471 -1.63092 0.45014  0.3583
10 H 1.19389 -0.74814 -1.13271  0.3738
11 H 0.29578 -0.48285 1.83714  0.4802
12 H -0.59744 1.89477 0.77506  0.4628
13 H 0.77331 1.59959 -0.41764  -0.0048
14 H -1.76615 0.45380 -1.62437  0.3255
15 H -2.58732 0.43272 -0.03757  0.2325

Computed properties:
Orbital gap, eV: 9.44
Energy above the lowest of the compared OMol25 structures with the same formula, charge and spin, kcal/mol: 124.7
Electronic energy, eV: -9404.4248
Max |F|, Eh/bohr: 0.0125
Highest occupied orbital energy, eV: -9.5

***

(7)
Density functional theory data (ωB97M-V with the def2-TZVPD basis set) for a structure of composition C5H8O2.

Each line ends with the Mulliken charge.
Atoms and positions in Å:
1 O 3.02307 0.14986 0.15847  -0.3988
2 C 1.98740 -0.41014 -0.47484  -0.4000
3 C 0.01012 -0.11319 0.63041  -0.2499
4 C -0.72159 1.02235 -0.12850  -0.5383
5 C -1.93584 0.09552 -0.39003  -0.4458
6 C -1.17235 -1.01744 0.33298  0.3293
7 O -1.40203 -2.17954 0.54417  -0.5754
8 H 3.58600 -0.55719 0.50669  0.3578
9 H 1.03437 -0.91205 0.14314  0.4262
10 H 1.55128 0.34773 -1.12817  0.1096
11 H 0.24845 0.04951 1.68502  0.4235
12 H -0.94190 1.90363 0.48109  0.2472
13 H -0.23497 1.36037 -1.04773  0.2095
14 H -2.17268 -0.11798 -1.43816  0.2696
15 H -2.85934 0.37855 0.12546  0.2356

Computed properties:
Orbital gap, eV: 8.33
Energy above the lowest of the compared OMol25 structures with the same formula, charge and spin, kcal/mol: 118.2
Electronic energy, eV: -9404.7073
Max |F|, Eh/bohr: 0.0106
Highest occupied orbital energy, eV: -8.2

***

(8)
Density functional theory data (ωB97M-V with the def2-TZVPD basis set) for a structure of composition C5H8O2.

Each line ends with the Mulliken charge.
Atoms and positions in Å:
1 C 1.61765 -0.06844 0.83548  -1.1849
2 C 0.64372 0.05314 -0.28147  0.9850
3 C -0.06439 -0.98362 -0.94984  -0.8704
4 C -1.10612 -0.20257 0.04600  0.2461
5 O -1.44502 -0.54716 1.34840  -0.4909
6 C -0.93806 1.31380 -0.04624  -0.5660
7 O 0.32307 1.34805 -0.70665  -0.4661
8 H 2.44305 0.64168 0.72150  0.3367
9 H 2.03195 -1.07481 0.94344  0.3138
10 H 1.07222 0.18615 1.75441  0.2772
11 H -0.34312 -0.87564 -1.99195  0.2744
12 H 0.27045 -1.99454 -0.68195  0.2886
13 H -1.94363 -1.36880 1.38886  0.3428
14 H -1.68072 1.93418 -0.55872  0.2742
15 H -0.81433 1.69566 0.98546  0.2394

Computed properties:
Orbital gap, eV: 8.38
Energy above the lowest of the compared OMol25 structures with the same formula, charge and spin, kcal/mol: 86.3
Electronic energy, eV: -9406.0918
Max |F|, Eh/bohr: 0.0452
Highest occupied orbital energy, eV: -7.6

***

(9)
Density functional theory data (ωB97M-V with the def2-TZVPD basis set) for a structure of composition C5H8O2.

Each line ends with the Mulliken charge.
Atoms and positions in Å:
1 C 1.16386 -0.26788 -0.38322  0.0723
2 C 0.42699 0.05827 0.95341  -0.1868
3 C -1.06664 -0.62632 0.83269  -0.6369
4 C -1.30153 -0.22640 -0.55339  -0.5218
5 C 0.03779 0.55978 -0.93771  -0.1157
6 H 2.65241 1.00313 0.00533  0.3586
7 H 1.11414 -1.42183 -0.59978  0.2691
8 H 0.69116 -0.16385 2.06584  0.3321
9 H -1.44907 0.16345 1.48314  0.2935
10 H -1.02273 -1.76588 1.15405  0.3387
11 H -1.71937 -1.05439 -1.33081  0.2861
12 H -2.14799 0.60580 -0.64208  0.2114
13 H 0.09166 1.59506 -1.63390  0.3051
14 O 2.36548 0.30997 -0.75663  -0.5732
15 O 0.16385 1.23110 0.34305  -0.4324

Computed properties:
Orbital gap, eV: 10.41
Energy above the lowest of the compared OMol25 structures with the same formula, charge and spin, kcal/mol: 116.4
Electronic energy, eV: -9404.7834
Max |F|, Eh/bohr: 0.1247
Highest occupied orbital energy, eV: -9.5

***

(10)
Density functional theory data (ωB97M-V with the def2-TZVPD basis set) for an isolated molecule of C5H8O2.

Each line ends with the Mulliken charge.
Atoms and positions in Å:
1 O 0.49716 -0.87256 2.55819  -0.5170
2 C -0.34983 -0.10068 2.16735  0.0556
3 C -0.21237 0.68686 0.88361  -0.6215
4 C 0.01599 -0.23837 -0.32526  0.9587
5 O -0.04669 -1.60623 -0.04895  -0.6046
6 C -0.57238 0.12392 -1.64506  -0.7908
7 C 0.92492 0.17425 -1.44763  -0.8211
8 H -1.27640 0.05575 2.75220  0.3208
9 H 0.64858 1.35344 1.02300  0.3135
10 H -1.09654 1.31775 0.74061  0.3331
11 H 0.63877 -1.79102 0.61119  0.3377
12 H -1.10728 1.06660 -1.72871  0.2352
13 H -0.98203 -0.69806 -2.22370  0.2709
14 H 1.51078 -0.61967 -1.90115  0.2755
15 H 1.40731 1.14801 -1.41568  0.2540

Computed properties:
Orbital gap, eV: 10.66
Energy above the lowest of the compared OMol25 structures with the same formula, charge and spin, kcal/mol: 38.0
Electronic energy, eV: -9408.1831
Max |F|, Eh/bohr: 0.0101
SMILES: O=CCC1(O)CC1
Highest occupied orbital energy, eV: -9.8